Below is C19H13BeF3N2O2PS2 as an isolated structure, with properties calculated with wB97M-V/def2-TZVPD.

```
43
Properties=species:S:1:pos:R:3:forces:R:3
Be 1.064040 1.604258 0.448379 0.01 0.12 0.08
S 0.889669 2.105417 -1.578526 0.16 -0.07 0.07
C -0.207743 3.222587 -0.848753 -0.30 0.12 -0.10
S -0.126698 3.279930 0.883578 0.05 -0.10 -0.05
C -1.134092 3.951857 -1.577292 0.06 -0.04 0.09
C -1.243568 3.829531 -2.990734 0.01 -0.05 -0.09
N -1.361977 3.732804 -4.134211 0.02 0.02 0.05
C -2.078088 4.800036 -0.931867 -0.03 0.01 0.07
N -2.860857 5.471255 -0.414134 0.03 -0.01 -0.04
F 4.183938 -0.063782 3.859428 0.01 -0.01 0.01
C 4.051549 0.681554 2.758309 -0.01 0.03 -0.04
F 4.485933 1.918596 3.052746 0.02 0.02 0.01
F 4.875998 0.174454 1.827141 -0.01 0.00 0.00
C 2.583393 0.721727 2.258160 0.13 -0.13 -0.03
O 1.726292 0.187493 2.935762 -0.01 0.09 -0.09
O 2.478092 1.331731 1.139359 -0.21 -0.08 0.09
C -1.225986 -0.539042 2.197712 0.24 -0.02 0.07
P -0.267871 -0.202886 0.683230 -0.22 -0.11 -0.16
C -1.609844 -0.289353 -0.561206 0.00 0.08 0.08
C -2.489193 0.794304 -0.590569 0.02 0.06 0.00
C -3.524798 0.840390 -1.508567 -0.02 -0.04 -0.05
C -3.706790 -0.209136 -2.398898 -0.01 0.00 0.01
C -2.857180 -1.303663 -2.356513 0.00 -0.02 -0.01
C -1.811109 -1.345136 -1.443876 0.05 0.03 0.03
C 0.733415 -1.686256 0.372370 0.08 0.06 0.02
C 0.977841 -2.656533 1.338318 -0.08 0.02 -0.01
C 1.868825 -3.689546 1.082151 0.03 -0.04 -0.01
C 2.524162 -3.760289 -0.138085 -0.01 0.01 0.02
C 2.288604 -2.792949 -1.106627 -0.02 0.00 -0.01
C 1.406437 -1.755735 -0.849684 0.02 -0.03 0.02
H -0.560790 -0.529164 3.060294 -0.04 0.01 -0.04
H -1.746586 -1.492688 2.113014 -0.04 0.00 0.01
H -1.953376 0.264953 2.301572 -0.02 0.01 0.00
H -2.351546 1.618711 0.100187 0.04 0.05 -0.03
H -4.177908 1.703147 -1.543155 0.02 0.01 0.03
H -4.507583 -0.170599 -3.126738 0.01 0.00 0.00
H -3.003416 -2.129444 -3.042151 0.02 0.01 0.00
H -1.145623 -2.198276 -1.429728 0.00 -0.02 -0.01
H 0.485018 -2.597397 2.300377 0.03 0.00 0.00
H 2.060881 -4.435846 1.843071 -0.01 0.01 0.00
H 3.228945 -4.559805 -0.329481 -0.02 -0.01 -0.01
H 2.802281 -2.840807 -2.058496 0.00 0.02 0.01
H 1.237309 -0.986403 -1.595867 0.02 0.00 -0.01
```
Positions in Å, forces in eV/Å.

Properties
* total energy: -2444.1767 hartree
* ΔE to the lowest compared entry with this formula, charge and spin: 0.00 kJ/mol
* total charge: -1
* frontier orbital gap: 0.2816 Ha
* multiplicity: 1

These are the Löwdin partial charges, in e, on atoms 1 to 8:
1. Be -0.302
2. S 0.676
3. C -1.087
4. S 0.668
5. C -0.402
6. C -0.273
7. N 0.129
8. C -0.278